No. 1
{
  "formula": "C50H91F12N5O20",
  "method": "ωB97M-V/def2-TZVPD",
  "total_charge": 0,
  "energy_ha": -4936.5192,
  "fmax_ha_per_bohr": 0.0425,
  "gap_ev": 10.05,
  "molar_mass_g_mol": 1310.27,
  "e_homo_ev": -9.7252,
  "multiplicity": 1,
  "species": ["C", "C", "N", "H", "H", "H", "C", "C", "N", "H", "H", "H", "C", "C", "N", "H", "H", "H", "C", "C", "N", "H", "H", "H", "C", "C", "N", "H", "H", "H", "C", "O", "C", "C", "O", "C", "C", "O", "C", "H", "H", "H", "H", "H", "H", "H", "H", "H", "H", "H", "H", "H", "H", "C", "O", "C", "C", "O", "C", "C", "O", "C", "H", "H", "H", "H", "H", "H", "H", "H", "H", "H", "H", "H", "H", "H", "C", "O", "C", "C", "O", "C", "C", "O", "C", "H", "H", "H", "H", "H", "H", "H", "H", "H", "H", "H", "H", "H", "H", "C", "O", "C", "C", "O", "C", "C", "O", "C", "H", "H", "H", "H", "H", "H", "H", "H", "H", "H", "H", "H", "H", "H", "C", "C", "O", "C", "O", "C", "F", "F", "F", "H", "H", "H", "H", "H", "C", "C", "O", "C", "O", "C", "F", "F", "F", "H", "H", "H", "H", "H", "C", "C", "O", "C", "O", "C", "F", "F", "F", "H", "H", "H", "H", "H", "C", "C", "O", "C", "O", "C", "F", "F", "F", "H", "H", "H", "H", "H"],
  "positions_angstrom": [[6.642065, -1.314900, 2.391303], [7.689464, -1.649723, 1.420128], [8.490275, -1.979121, 0.681072], [6.530106, -0.246225, 2.515029], [6.879801, -1.800609, 3.332708], [5.732912, -1.755423, 1.979017], [-0.017740, 0.884490, 4.970254], [-0.348030, 0.062609, 6.142202], [-0.515969, -0.627154, 7.049884], [0.849271, 1.481061, 5.232568], [-0.901459, 1.487910, 4.762554], [0.252513, 0.239916, 4.136964], [1.414994, -3.963551, 2.858723], [2.509456, -3.023323, 3.077687], [3.352516, -2.255656, 3.242590], [1.768379, -4.965670, 2.640936], [0.827918, -3.632032, 2.000090], [0.774925, -3.926228, 3.740678], [5.845161, 3.338254, -1.681680], [6.373463, 2.459396, -0.633348], [6.800900, 1.781041, 0.191408], [6.213555, 3.017585, -2.652957], [6.153908, 4.356964, -1.460416], [4.766937, 3.213418, -1.705606], [3.692551, -4.295439, -1.117484], [2.811130, -5.156164, -0.350969], [2.139024, -5.848622, 0.263132], [3.536667, -3.249394, -0.859535], [3.521618, -4.393633, -2.189230], [4.736142, -4.554572, -0.938645], [-0.647969, 4.170276, 2.403670], [-1.798241, 3.401879, 2.691529], [-1.903795, 2.238252, 1.917348], [-3.234695, 1.602495, 2.178585], [-4.287164, 2.432652, 1.735851], [-5.501092, 1.747394, 1.666514], [-6.534902, 2.605261, 0.989893], [-7.075208, 3.510416, 1.919997], [-8.011874, 4.366024, 1.313450], [-0.289256, 4.638687, 3.319637], [-0.859924, 4.913530, 1.626810], [0.191297, 3.561602, 2.035086], [-1.134444, 1.499965, 2.180229], [-1.789230, 2.475968, 0.849852], [-3.369623, 1.431686, 3.257734], [-3.292538, 0.618826, 1.694589], [-5.885780, 1.511328, 2.667449], [-5.438836, 0.831468, 1.058112], [-7.349773, 1.979236, 0.596687], [-6.129030, 3.169627, 0.140459], [-7.542013, 5.022033, 0.566128], [-8.445619, 5.017223, 2.072807], [-8.840289, 3.806845, 0.856085], [-1.635823, -4.014368, -0.299238], [-1.517729, -3.819274, -1.692514], [-0.226921, -4.048229, -2.158997], [-0.271533, -4.017287, -3.676984], [1.025491, -3.829254, -4.225917], [1.377443, -2.470705, -4.314543], [2.765380, -2.410605, -4.881088], [3.683867, -2.719705, -3.842796], [4.948851, -2.934138, -4.402659], [-1.327163, -3.090741, 0.222270], [-1.007724, -4.837173, 0.039695], [-2.680631, -4.118204, -0.035322], [0.188226, -5.023572, -1.856534], [0.481422, -3.324964, -1.724186], [-0.921472, -3.219875, -4.054004], [-0.621170, -4.970458, -4.069850], [1.410125, -2.032454, -3.306093], [0.675271, -1.893693, -4.929725], [2.972636, -1.393539, -5.245269], [2.838092, -3.112818, -5.719023], [4.934792, -3.872490, -4.955280], [5.689823, -2.952495, -3.598570], [5.288493, -2.074550, -4.996517], [4.328414, -0.303834, -1.748251], [3.690468, 0.934728, -1.937179], [2.881064, 0.994396, -3.084305], [2.531440, 2.444686, -3.309501], [3.650686, 3.069809, -3.886890], [3.441868, 4.379898, -4.292192], [2.585564, 4.499291, -5.538162], [2.942620, 3.590954, -6.522624], [4.170077, 3.869163, -7.184226], [4.734202, -0.694851, -2.684525], [3.614208, -1.051900, -1.371257], [5.124324, -0.244107, -1.006531], [1.947290, 0.411205, -3.008459], [3.399808, 0.610860, -3.974868], [2.317523, 2.890287, -2.323708], [1.651618, 2.595807, -3.942375], [4.440904, 4.754053, -4.543458], [3.114823, 5.013391, -3.456802], [2.498281, 5.549552, -5.855699], [1.542768, 4.269388, -5.281659], [4.956831, 4.169996, -6.493918], [3.965922, 4.528268, -8.030255], [4.506178, 2.918587, -7.608390], [-2.018016, -1.868950, 3.155849], [-3.000419, -1.562956, 4.109374], [-4.337730, -1.928262, 3.846085], [-4.596737, -3.368984, 3.513176], [-4.335184, -3.598276, 2.155555], [-4.589648, -4.908902, 1.713652], [-3.798203, -5.963904, 2.418328], [-2.420765, -5.722619, 2.275944], [-1.658221, -6.495253, 3.155442], [-2.188472, -1.365994, 2.193105], [-1.937607, -2.927598, 2.880945], [-1.054267, -1.557658, 3.556552], [-4.827280, -1.215966, 3.161166], [-4.868198, -1.721122, 4.785777], [-5.597930, -3.704216, 3.817793], [-3.909994, -3.977992, 4.124686], [-4.366810, -4.896246, 0.649047], [-5.665370, -5.113280, 1.808593], [-4.062979, -6.943211, 1.984693], [-4.084100, -6.033722, 3.478805], [-1.813048, -7.572184, 2.993498], [-1.933828, -6.307033, 4.204250], [-0.607398, -6.270214, 3.007196], [0.006760, 2.918537, 8.909828], [1.043161, 1.828773, 9.123583], [1.873134, 1.718484, 7.969149], [2.977850, 2.432710, 7.948528], [3.301307, 3.225928, 8.750533], [3.848278, 2.138202, 6.719953], [3.216770, 1.435948, 5.759133], [4.288256, 3.284704, 6.209897], [4.925114, 1.427457, 7.127139], [0.479553, 3.887680, 8.731349], [-0.661267, 3.060480, 9.758348], [-0.609291, 2.660173, 8.046201], [0.515486, 0.883274, 9.233942], [1.643792, 1.980451, 10.017823], [-2.121547, -1.414567, -4.051715], [-3.494897, -0.962733, -4.486611], [-3.496267, -0.840191, -5.912008], [-4.511366, -0.198981, -6.416966], [-5.464482, 0.167842, -5.832683], [-4.362132, 0.063997, -7.925402], [-5.175783, -0.767519, -8.611305], [-4.703335, 1.329070, -8.204352], [-3.098300, -0.145117, -8.343796], [-1.987083, -2.456843, -4.338370], [-2.035661, -1.294993, -2.973830], [-1.345829, -0.817756, -4.526097], [-3.749150, 0.000993, -4.037215], [-4.278327, -1.650737, -4.167647], [-3.430939, 4.878260, -0.183965], [-3.751984, 3.802810, -1.180768], [-2.681420, 3.693678, -2.163031], [-2.975307, 3.119989, -3.296105], [-4.061463, 2.953951, -3.759703], [-1.722245, 2.553308, -3.984639], [-1.956751, 2.242233, -5.246287], [-0.700130, 3.425317, -3.946338], [-1.342144, 1.445467, -3.335650], [-4.283645, 4.922393, 0.493628], [-3.339243, 5.842888, -0.688759], [-2.527297, 4.690396, 0.382838], [-4.723632, 3.880960, -1.661627], [-3.742329, 2.833598, -0.670646], [3.592099, 1.863580, 1.306541], [2.946676, 0.483415, 1.286757], [1.608159, 0.620845, 0.781559], [1.053329, -0.427575, 0.254204], [1.382877, -1.559946, 0.332418], [-0.198202, -0.047105, -0.574498], [-0.300994, -0.908395, -1.579311], [-1.338102, -0.164715, 0.158544], [-0.169710, 1.180236, -1.059668], [4.564717, 1.798522, 1.789887], [2.960698, 2.549046, 1.874068], [3.749225, 2.228412, 0.293864], [3.011590, 0.099546, 2.302256], [3.564542, -0.128753, 0.638330]],
  "forces_ev_per_a": [[0.1663, -0.5864, -0.6779], [-0.7387, 0.5164, 1.0138], [0.8168, -0.3129, -0.8563], [0.0376, 0.1730, -0.0372], [-0.1114, 0.0599, 0.1273], [-0.2098, 0.1836, 0.3750], [-0.3649, -0.2946, 0.7025], [0.3822, -0.6165, 0.2026], [-0.0820, 0.4712, -0.3703], [-0.0326, 0.2880, -0.0670], [0.2402, 0.1887, -0.3588], [-0.1517, 0.0200, -0.0878], [-0.2607, 0.4426, 0.0273], [0.3844, 0.2159, -0.1338], [-0.3289, -0.3373, -0.0408], [0.1114, -0.0550, 0.1432], [0.0652, 0.0274, -0.0121], [-0.0149, -0.2554, -0.0040], [0.1377, -0.4529, 0.3850], [0.2449, -0.0661, -0.0159], [-0.2003, 0.1094, -0.1636], [0.0896, 0.0606, -0.0131], [-0.1278, 0.0810, -0.1260], [-0.0468, 0.2322, -0.0063], [0.2917, 0.1462, -0.3429], [0.3670, 0.2348, -0.2273], [-0.3993, -0.2911, 0.3038], [-0.0739, -0.0290, 0.1024], [-0.2328, -0.0339, 0.0536], [-0.0403, -0.0258, 0.1853], [0.3912, -0.2339, -0.1946], [0.3065, 0.1393, 0.3589], [-0.1065, -0.0480, -0.3008], [-0.4778, -0.1617, 0.5546], [0.4335, 0.0072, -0.4229], [-0.7306, 0.0405, -0.3552], [-0.4960, 0.2492, -0.0035], [-0.1078, 0.2973, 0.1625], [-0.2341, 0.3359, 0.1003], [-0.2717, 0.2123, -0.0311], [0.0379, 0.0951, 0.1961], [-0.2027, -0.1541, 0.0229], [0.1622, 0.0997, 0.0163], [-0.0353, -0.0696, 0.0151], [0.2124, -0.0605, -0.0294], [0.1013, 0.0809, -0.1185], [0.1193, -0.2062, -0.0158], [0.3603, -0.0799, 0.2491], [0.1110, -0.1149, 0.0001], [0.2276, -0.1862, -0.0226], [-0.0283, -0.2162, -0.0748], [0.1354, -0.1325, 0.1246], [0.1711, -0.0050, -0.1002], [0.2562, 1.0637, 0.1900], [-0.6108, -0.3644, 0.0903], [0.7674, -0.1838, -0.1029], [0.4895, 0.1462, -0.3037], [-0.1157, -0.1825, -0.1188], [0.3213, -0.0743, 0.4024], [-0.2048, 0.4741, 0.2404], [-0.3338, 0.1129, -0.4218], [0.7688, 0.3416, 0.5815], [0.2553, -0.2000, 0.0064], [-0.2394, -0.2142, 0.1070], [-0.0190, -0.4024, -0.1572], [-0.3784, -0.0335, 0.1392], [-0.0864, 0.2129, -0.3056], [0.7857, -0.9603, 0.5406], [-0.1432, -0.0516, 0.0819], [-0.1253, 0.1736, -0.1103], [0.0054, -0.1479, -0.0507], [0.0196, -0.0983, -0.1063], [0.1377, -0.0291, 0.0592], [0.3634, 0.0416, -0.2767], [-0.1809, -0.4561, 0.1143], [-0.3040, -0.2088, -0.4431], [-0.2479, -0.8520, -0.0020], [0.2492, 0.1064, 0.2349], [-0.5247, 0.0887, -0.5658], [-0.1145, 0.1310, 0.1877], [0.2984, -0.6010, 0.1398], [1.0409, 0.8867, -0.2766], [-1.5055, 0.3377, 0.8763], [0.3635, -0.1602, -0.4034], [-0.4376, -1.0075, -0.2478], [0.0683, 0.0885, 0.0017], [-0.0296, 0.0129, -0.2102], [0.0425, 0.4779, -0.0799], [0.1593, -0.0523, 0.3727], [0.1448, 0.0559, 0.1564], [-0.0929, 0.0449, -0.0849], [0.0156, -0.3765, 0.0501], [0.0079, -0.0046, 0.1066], [-0.4351, 0.0203, -0.1468], [0.5679, -0.0355, -0.2303], [0.1203, -0.2084, -0.0630], [-0.0350, 0.4870, -0.1519], [0.4060, 0.4466, 0.2400], [-0.0806, 0.0588, 0.0133], [0.0666, -0.2303, -0.9091], [0.0937, -0.1569, 0.2669], [-0.7893, 0.8301, 0.7536], [0.7804, -0.5620, 0.3093], [-0.0153, 0.3060, -0.3686], [-0.4672, 0.4266, -0.2727], [-0.0835, -0.7927, 0.1247], [-0.1474, 0.4089, -0.0645], [-0.0275, -0.6120, 0.4732], [-0.0523, 0.1954, 0.1572], [-0.2060, -0.1137, 0.3716], [-0.0630, 0.0918, 0.1147], [0.3210, -0.3898, -0.4726], [0.2678, -0.1403, 0.0340], [-0.1917, 0.3147, -0.2762], [-0.0012, 0.1811, 0.0486], [0.0464, -0.1450, -0.0250], [0.0336, -0.2289, 0.1072], [0.0388, 0.0932, -0.0122], [0.1378, 0.1308, -0.0274], [0.0599, 0.0808, -0.1390], [0.0822, 0.1581, -0.0870], [0.0606, 0.0852, -0.0752], [0.1572, 0.3738, -0.2359], [-1.0521, 0.1557, 0.7783], [0.0715, -0.8142, -0.6628], [-0.9522, -0.8103, -0.8266], [0.9287, 1.4365, 1.3590], [0.5105, -0.5016, 0.0198], [0.2977, 0.3510, 0.3127], [-0.0776, -0.0728, -0.2403], [-0.4674, 0.1684, -0.2992], [0.0367, -0.0937, -0.0595], [0.1006, -0.2864, 0.1387], [0.0209, 0.0558, 0.0150], [0.2723, -0.1740, -0.2703], [0.1557, 0.1774, -0.1169], [-0.7397, 0.0851, -0.3860], [0.0727, 0.3327, 0.8661], [0.9329, -0.3878, -0.1406], [0.4561, -0.0206, -0.8443], [-1.6730, 0.6564, 0.8352], [0.3450, -0.1848, -0.3840], [0.3094, 0.3952, 0.1868], [0.1110, -0.4910, 0.0005], [-0.5542, 0.1610, -0.0287], [-0.6164, 0.7658, 0.0380], [0.0069, -0.3157, -0.0609], [-0.0006, 0.0806, -0.0556], [-0.0159, 0.0770, -0.2528], [0.0278, -0.1273, -0.1510], [-0.5154, 0.4782, -0.5295], [0.2693, -0.9227, 0.4774], [0.4468, 0.3289, 0.5647], [-0.3172, -0.1847, -0.3598], [-0.4006, -0.2411, -0.2698], [0.2253, 0.4924, 0.1219], [-0.0718, -0.0866, -0.1925], [-0.0177, -0.0645, -0.0134], [0.0373, -0.1027, -0.0763], [0.1678, 0.0776, 0.2121], [0.0007, 0.0055, 0.0728], [0.0122, -0.1818, 0.0240], [0.1478, 0.4175, -0.2261], [-0.0979, 0.0781, -0.0178], [-0.4949, -0.0993, 0.0023], [1.6369, 0.9920, 0.4703], [0.2403, 0.6359, 0.1578], [-0.8617, 0.7429, -0.2522], [0.5968, -1.4816, 0.0892], [-0.5955, -0.3500, 0.3538], [0.0545, -0.0205, -0.2646], [0.4818, 0.0054, -0.0640], [0.2266, 0.3701, 0.0306], [0.0076, -0.0470, 0.0400], [0.0818, 0.1382, -0.0487], [-0.1349, 0.0998, 0.0009], [-0.6787, -0.4396, -0.0886], [-0.4629, -0.4508, -0.0651]]
}

No. 2
{
  "formula": "H7S4",
  "method": "ωB97M-V/def2-TZVPD",
  "total_charge": -2,
  "energy_ha": -1596.8327,
  "fmax_ha_per_bohr": 0.0471,
  "gap_ev": [1.96, 6.26],
  "molar_mass_g_mol": 135.32,
  "e_homo_ev": [2.9826, -1.3759],
  "multiplicity": 2,
  "s2": 0.75,
  "species": ["S", "H", "S", "H", "H", "S", "H", "H", "S", "H", "H"],
  "positions_angstrom": [[-1.528929, 2.290717, 1.126649], [-2.572210, 2.642636, 0.183943], [0.271711, 0.738368, -2.219777], [-0.400757, -0.122317, -2.994334], [-0.355131, 0.127344, -1.125898], [-2.569403, -0.696025, -0.496776], [-3.722376, -0.941010, -1.143537], [-1.342406, 0.971618, 0.774857], [4.324062, -1.150688, 1.802038], [3.917016, -2.236118, 1.083404], [3.978425, -1.624525, 3.009436]],
  "forces_ev_per_a": [[-1.0182, 0.4823, -1.0172], [1.7013, -1.0795, 1.3406], [-0.2851, -0.6241, 0.8091], [0.0117, 0.0941, -0.1121], [0.4225, 0.6273, -0.9621], [-0.3019, -0.4412, 0.0089], [0.0769, 0.0548, -0.0249], [-0.6780, 0.8884, -0.0791], [0.1446, 0.2888, -0.4670], [0.0032, 0.0218, 0.2784], [-0.0771, -0.3128, 0.2255]]
}

No. 3
{
  "formula": "C7H12N2S",
  "method": "ωB97M-V/def2-TZVPD",
  "total_charge": 0,
  "energy_ha": -781.5070,
  "fmax_ha_per_bohr": 0.0797,
  "relative_energy_kcal_mol": 76.68,
  "gap_ev": 8.38,
  "molar_mass_g_mol": 156.25,
  "smiles": "CN(C)N1C=CCCC1=S",
  "e_homo_ev": -7.8479,
  "multiplicity": 1,
  "species": ["C", "N", "C", "N", "C", "C", "C", "C", "C", "S", "H", "H", "H", "H", "H", "H", "H", "H", "H", "H", "H", "H"],
  "positions_angstrom": [[1.596996, 0.951405, -1.232200], [1.027573, 1.202537, 0.041462], [2.048278, 1.320850, 1.096405], [0.012463, 0.296639, 0.351056], [0.268910, -1.064350, 0.423468], [-0.677807, -1.997150, 0.215702], [-1.887081, -1.601236, -0.476739], [-2.389749, -0.277557, 0.197139], [-1.289988, 0.748371, 0.208304], [-1.668675, 2.373998, 0.128170], [0.966675, 0.282118, -2.041108], [1.876009, 1.935360, -1.796928], [2.556171, 0.333854, -1.042526], [1.688410, 1.807927, 1.961446], [2.646544, 0.384945, 1.357353], [2.700612, 2.002680, 0.703649], [1.212385, -1.341026, 0.906018], [-0.347051, -3.054087, 0.036870], [-1.631684, -1.504453, -1.502635], [-2.804328, -2.217586, -0.420381], [-2.651638, -0.497064, 1.211562], [-3.253026, -0.086183, -0.326090]],
  "forces_ev_per_a": [[1.6721, -1.2084, -3.5394], [-0.3579, -0.3632, 1.6910], [-0.7603, -2.0643, -0.4227], [-1.8450, 0.5768, -0.4053], [-0.0696, -1.4500, 1.3543], [2.2683, -1.7130, -1.1577], [-2.3445, 1.0168, 1.6165], [2.9512, -1.8222, -0.4377], [-0.2823, 1.9591, -0.0689], [0.2442, -1.0520, -0.0670], [1.1067, 1.8103, 2.4627], [-0.4461, -1.7178, 1.1370], [-1.0354, 0.8484, -0.8374], [-0.8893, 0.0809, 1.0629], [-0.8971, 0.8106, -0.4020], [2.1046, 1.6564, -1.0286], [-0.1079, 0.1876, -0.6134], [-0.1644, 0.9465, 1.0458], [-0.1065, 0.4908, -1.2284], [0.9222, -0.4967, 0.0379], [-0.1518, -0.2484, 0.7729], [-1.8113, 1.7518, -0.9726]]
}